No. 1
Entry from OMol25: a structure of composition C5H6Cl2O4SScSm (ωB97M-V/def2-TZVPD).

The geometry in ORCA input format:
```
! wB97M-V def2-TZVPD RIJCOSX def2/J DEFGRID3
* xyz 4 6
Sm -0.9536 0.3451 -3.8454
Sc 0.3182 0.4980 -0.0332
Cl 0.0426 -1.2452 -1.8619
Cl -0.2977 2.1333 -1.8788
C 1.7774 2.0710 0.6060
C 0.5921 -1.1440 -4.7842
C 0.6697 1.5499 -5.0604
O 2.2839 3.0203 1.0206
O 1.3568 -2.0157 -4.8851
O 1.5331 2.1529 -5.5535
C -1.7462 -0.4284 3.5264
S -0.3247 0.2431 2.6564
C 0.3605 -1.3612 1.9814
O -1.0690 0.8465 1.3499
H -1.4220 -0.7420 4.5310
H -2.1877 -1.2820 2.9840
H -2.4750 0.3890 3.6093
H -0.4817 -2.0385 1.7493
H 1.0494 -1.2121 1.0902
H 0.9739 -1.7800 2.7979
*
```

The value obtained for the orbital gap (spin up / spin down) is 6.75 / 8.37 eV. The calculation puts the total energy at -87911.8603 eV. As for the expectation value of S²: 8.7601. The calculation puts the lowest unoccupied orbital energy (spin up / spin down) at -18.022 / -16.406 eV.

***

No. 2
Entry from OMol25: a structure of composition C5H6ClN (ωB97M-V/def2-TZVPD).

The geometry in ORCA input format:
```
! wB97M-V def2-TZVPD RIJCOSX def2/J DEFGRID3
* xyz 0 1
C 0.7126 0.1242 2.1024
C -0.8163 -0.5883 0.3639
C 0.3119 -0.0395 0.7389
C -1.5349 -0.7801 -1.0096
C 1.4805 0.8228 -0.5391
N 1.2099 0.3831 3.1084
Cl 2.3778 1.9260 0.4757
H -1.4333 -0.7386 1.1558
H -2.5602 -1.1768 -0.8979
H -0.9846 -1.5313 -1.5969
H -1.7530 0.0132 -1.6291
H 2.0823 0.1151 -1.0210
H 0.9074 1.4704 -1.2516
*
```

The value obtained for the orbital gap is 10.83 eV. The calculation puts the total energy at -19291.9223 eV. The calculation puts the lowest unoccupied orbital energy at 0.560 eV.

***

No. 3
Entry from OMol25: the molecule C5H6ClN (ωB97M-V/def2-TZVPD).

The geometry in ORCA input format:
```
! wB97M-V def2-TZVPD RIJCOSX def2/J DEFGRID3
* xyz 0 1
C -0.9861 -0.1969 -0.0109
C 0.5102 0.1475 -0.1213
C 1.5011 -0.6844 -0.0868
C 0.5892 1.5939 0.1605
C 0.1246 2.7921 -0.0039
H -2.0803 -2.1035 0.1220
H -0.4558 -2.2502 0.8945
H -1.4102 0.1306 -0.9126
H -1.2953 0.4436 0.8919
H 1.3228 -1.7828 -0.6047
H 0.0504 3.9333 -0.3111
N -1.0734 -1.7328 -0.0434
Cl 3.2028 -0.2903 0.0257
*
```

The SMILES is C#C/C(=C\Cl)CN. The value obtained for the orbital gap is 9.85 eV. The calculation puts the total energy at -19289.7357 eV. The calculation puts the lowest unoccupied orbital energy at 0.695 eV.

***

No. 4
Entry from OMol25: the molecule C5H6ClNS (ωB97M-V/def2-TZVPD).

The geometry in ORCA input format:
```
! wB97M-V def2-TZVPD RIJCOSX def2/J DEFGRID3
* xyz 0 1
C 0.4544 1.7510 0.6387
C 0.1036 0.8070 -0.6066
C -1.3031 -1.7671 0.0257
C 0.1431 -1.6469 -0.0236
C 0.7731 -0.4794 -0.3569
H -0.0293 2.7202 0.5450
H 1.5912 1.8871 0.7218
H 0.0720 1.3429 1.5894
H 0.5325 1.3266 -1.4847
H -1.7392 -2.7086 0.4282
H 0.7099 -2.5370 0.2464
N -2.1724 -0.8280 -0.1922
S -1.6193 0.5974 -0.8986
Cl 2.4836 -0.4651 -0.6327
*
```

The SMILES is C[C@@H]1SN=CC=C1Cl. The value obtained for the orbital gap is 8.17 eV. The calculation puts the total energy at -30128.7857 eV. The calculation puts the lowest unoccupied orbital energy at -0.192 eV.

***

No. 5
Entry from OMol25: the molecule C5H6FN (ωB97M-V/def2-TZVPD).

The geometry in ORCA input format:
```
! wB97M-V def2-TZVPD RIJCOSX def2/J DEFGRID3
* xyz 0 1
C -0.4189 0.5840 0.4917
C 1.1413 0.4084 0.3885
C 1.3797 -0.8652 -0.1759
C 0.0700 -1.6472 -0.0862
C -0.9840 -0.7816 0.1208
H -0.8492 1.1744 -1.3656
H -0.0645 2.3897 -0.5056
H -0.9020 0.8720 1.4934
H 1.7723 1.2690 0.7518
H 2.2444 -1.3837 -0.4788
H -0.0644 -2.6615 -0.4009
N -1.0400 1.5918 -0.3818
F -2.2848 -0.9501 0.1485
*
```

The SMILES is N[C@@H]1C=CC=C1F. The value obtained for the orbital gap is 8.99 eV. The calculation puts the total energy at -9486.5442 eV. The calculation puts the lowest unoccupied orbital energy at 0.459 eV.

***

No. 6
Entry from OMol25: the molecule C5H6FNO (ωB97M-V/def2-TZVPD).

The geometry in ORCA input format:
```
! wB97M-V def2-TZVPD RIJCOSX def2/J DEFGRID3
* xyz 0 1
C 1.3365 -0.7047 0.3096
C 0.9417 0.6524 0.7796
C -0.8020 1.0341 -0.5763
C -1.1184 -0.0773 0.0692
C -0.0259 -0.4773 0.9750
H 0.8721 -1.6588 -1.4094
H 1.4174 -0.0992 -1.6242
H 2.0408 -1.1983 0.9788
H 1.4844 1.1744 1.5754
H -1.3145 1.5994 -1.3427
H -0.2680 -0.9138 1.9221
N 1.5332 -0.9673 -1.0746
O 0.4128 1.5400 -0.1826
F -2.2510 -0.7795 -0.0511
*
```

The SMILES is N[C@H]1[C@H]2OC=C(F)[C@@H]12. The value obtained for the orbital gap is 9.52 eV. The calculation puts the total energy at -11535.1521 eV. The calculation puts the lowest unoccupied orbital energy at 0.954 eV.

***

No. 7
Entry from OMol25: the molecule C5H6FNS (ωB97M-V/def2-TZVPD).

The geometry in ORCA input format:
```
! wB97M-V def2-TZVPD RIJCOSX def2/J DEFGRID3
* xyz 0 1
C -1.4849 -0.2048 0.4534
C -1.2951 -0.7904 1.6304
C -0.4881 0.2775 -0.4839
C 0.4453 -0.6641 -1.2537
C 1.8940 1.0358 -0.1139
H -0.2263 -1.0530 1.9647
H -2.0490 -1.0439 2.2836
H -0.7650 1.2699 -0.9678
H 0.8997 -0.4783 -2.2686
H 0.2837 -1.7263 -1.1117
H 2.8814 0.7681 -0.6100
N 0.9187 0.0593 -0.0818
F -2.7943 -0.0060 0.0952
S 1.7802 2.5562 0.4642
*
```

The SMILES is C=C(F)[C@@H]1CN1C=S. The value obtained for the orbital gap is 8.87 eV. The calculation puts the total energy at -20322.4289 eV. The calculation puts the lowest unoccupied orbital energy at 0.041 eV.

***

No. 8
Entry from OMol25: the ion C5H6FO4 with charge -1 (ωB97M-V/def2-TZVPD).

The geometry in ORCA input format:
```
! wB97M-V def2-TZVPD RIJCOSX def2/J DEFGRID3
* xyz -1 1
C -0.2060 0.9994 -0.8286
O 1.5659 -0.8667 -1.0391
C 2.3059 -0.3509 -0.1233
C 1.6020 0.7382 0.7056
O 0.8322 1.5482 -0.1932
O -0.6643 1.5052 -1.8321
O -0.9623 0.2788 0.0480
C -2.1612 -0.2328 -0.3700
C -2.8597 -1.0455 0.4177
F 2.6503 -1.3652 0.9884
H 3.3324 -0.0473 -0.4232
H 2.3223 1.4099 1.1856
H 0.9335 0.2770 1.4405
H -2.4341 0.0158 -1.3962
H -2.4759 -1.3802 1.3822
H -3.7810 -1.4841 0.0376
*
```

The SMILES is C=COC(=O)OC[C@H]([O-])F. The value obtained for the orbital gap is 7.72 eV. The calculation puts the total energy at -16190.0603 eV. The calculation puts the lowest unoccupied orbital energy at 3.715 eV.

***

One value per record, in order, for energy relative to the best compared isomer or geometry (same formula, charge and spin): 0.000; 2.697; 4.883; 1.028; 2.943; 3.005; 1.796; 0.284 eV.